Entry from OMol25: a structure of composition C16H21Cl3OSW in a non-equilibrium geometry (wB97M-V/def2-TZVPD).

**HOMO-LUMO gap (spin up / spin down)**: 3.252 / 3.403 eV
**DFT total energy**: -2543.31799 hartree
**Largest force on an atom**: 4.124 eV/A

The geometry in ORCA input format:
```
! RIJCOSX wB97M-V def2-TZVPD def2/J DEFGRID3
* xyz 0 1
C -0.374 0.943 -2.220
C -1.243 -0.188 -2.088
C -0.463 -1.330 -1.820
C -2.696 -0.185 -2.347
C 0.917 -0.922 -1.688
C 0.982 0.497 -1.993
C 2.214 1.316 -2.223
C -0.784 2.297 -2.660
C -0.990 -2.711 -1.772
C 2.085 -1.835 -1.550
W 0.099 0.315 0.020
Cl -4.582 -1.102 1.101
Cl -1.638 1.830 0.515
Cl -0.383 -1.697 1.129
H -3.167 0.761 -2.060
H -3.214 -1.006 -1.845
H -2.868 -0.313 -3.424
H -1.895 -2.773 -1.169
H -0.272 -3.424 -1.362
H -1.256 -3.038 -2.783
H 1.823 -2.678 -0.911
H 2.949 -1.310 -1.125
H 2.417 -2.258 -2.512
H 3.103 0.788 -1.849
H 2.083 2.276 -1.698
H 2.402 1.553 -3.286
H -1.808 2.501 -2.371
H -0.731 2.380 -3.749
H -0.138 3.071 -2.236
O 1.105 1.927 0.484
H 1.998 2.334 0.562
S 2.084 0.187 1.468
C 1.296 0.209 3.084
C 1.672 -0.903 3.838
C 1.120 -1.040 5.100
C 0.193 -0.117 5.565
C -0.217 0.942 4.770
C 0.322 1.122 3.499
H 2.369 -1.612 3.406
H 1.456 -1.854 5.705
H -0.218 -0.217 6.568
H -0.931 1.666 5.127
H -0.014 1.924 2.827
*
```